No. 1
26
Properties=species:S:1:pos:R:3:mulliken_charge:R:1 method="wB97M-V/def2-TZVPD" s2=0.750 e_tot_ev=-8585.675 lumo_energy_ev="3.89 / 3.86" orbital_gap_ev="2.33 / 9.52" relative_energy_kcal_mol=8.2 spin_multiplicity=2 total_charge=-1
C -0.757 1.039 -1.519 -1.181
C -1.477 1.916 -2.227 0.504
C -1.215 3.410 -2.345 -1.851
C -0.976 -0.425 -1.566 -1.002
H 0.041 1.442 -0.870 0.153
H -2.321 1.533 -2.782 0.398
H -1.147 3.627 -3.403 0.362
H -2.093 3.911 -1.947 0.351
H -0.333 3.672 -1.817 0.812
H -1.605 -0.659 -2.439 0.431
H -1.555 -0.792 -0.676 0.198
H -0.033 -0.998 -1.607 0.245
C 2.063 -2.579 0.609 -1.450
C 1.729 -1.312 1.441 -0.996
C 0.325 -1.293 2.104 0.063
C -0.180 0.075 2.584 -2.370
H 2.055 -3.491 1.244 0.408
H 3.056 -2.495 0.131 0.508
H 1.293 -2.720 -0.190 0.171
H 1.863 -0.433 0.769 0.386
H 2.474 -1.170 2.195 0.686
H 0.267 -2.011 2.942 0.479
H -0.472 -1.631 1.411 0.159
H 0.428 0.531 3.347 0.667
H -1.226 0.081 2.881 0.509
H -0.204 0.771 1.730 0.362

No. 2
57
Properties=species:S:1:pos:R:3:mulliken_charge:R:1 method="wB97M-V/def2-TZVPD" e_tot_ev=-48221.983 lumo_energy_ev=0.07 orbital_gap_ev=8.62 relative_energy_kcal_mol=57.4 smiles="CCCCn1nc(C(=O)Nc2cc(S(=O)(=O)N(C)C)ccc2C)c2ccccc2c1=O" spin_multiplicity=1 total_charge=0
C -6.515 -0.053 -0.908 -1.416
C -5.037 0.203 -1.173 0.032
C -4.541 1.440 -0.428 -0.828
H -5.093 2.318 -0.768 0.408
H -4.719 1.327 0.643 0.321
C -3.049 1.694 -0.650 -1.141
N -2.240 0.643 -0.066 1.284
N -1.847 -0.303 -0.899 -0.932
C -1.128 -1.296 -0.487 -0.020
C -0.707 -1.422 0.885 1.758
C 0.049 -2.489 1.385 -0.909
C 0.462 -2.488 2.696 -0.665
C 0.126 -1.435 3.546 -0.686
C -0.654 -0.400 3.084 -0.833
C -1.083 -0.386 1.757 0.232
C -1.937 0.707 1.285 0.163
O -2.391 1.591 1.981 -0.697
H -0.953 0.419 3.720 0.522
H 0.468 -1.443 4.570 0.446
H 1.052 -3.311 3.073 0.451
H 0.295 -3.318 0.738 0.633
C -0.734 -2.306 -1.525 -0.176
O -1.521 -3.017 -2.103 -0.673
N 0.612 -2.421 -1.758 0.017
C 1.634 -1.683 -1.157 -0.038
C 1.465 -0.323 -0.927 -0.947
C 2.392 0.370 -0.180 0.001
C 3.540 -0.239 0.282 -0.583
C 3.760 -1.570 -0.040 -0.822
C 2.819 -2.312 -0.740 1.102
C 3.045 -3.766 -1.025 -1.807
H 3.114 -3.941 -2.099 0.380
H 2.225 -4.370 -0.638 0.347
H 3.969 -4.105 -0.566 0.421
H 4.667 -2.054 0.292 0.384
H 4.237 0.326 0.879 0.557
S 1.917 2.035 0.255 1.365
O 0.552 1.978 0.689 -0.457
O 2.897 2.607 1.134 -0.786
N 1.931 2.778 -1.262 0.048
C 1.069 3.937 -1.344 -0.867
H 0.150 3.693 -0.817 0.214
H 0.849 4.145 -2.391 0.332
H 1.523 4.822 -0.884 0.331
C 3.283 3.001 -1.717 -0.860
H 3.797 3.756 -1.111 0.335
H 3.825 2.060 -1.641 0.249
H 3.262 3.322 -2.758 0.339
H 0.607 0.209 -1.298 0.805
H 0.873 -3.195 -2.357 0.265
H -2.820 1.722 -1.717 0.483
H -2.755 2.630 -0.170 0.433
H -4.458 -0.670 -0.866 0.155
H -4.876 0.339 -2.245 0.261
H -6.691 -0.211 0.154 0.343
H -7.114 0.797 -1.230 0.331
H -6.852 -0.935 -1.447 0.393

No. 3
25
Properties=species:S:1:pos:R:3:mulliken_charge:R:1 method="wB97M-V/def2-TZVPD" s2=6.079 e_tot_ev=-100808.358 lumo_energy_ev="-16.26 / -19.49" orbital_gap_ev="3.52 / 4.61" relative_energy_kcal_mol=47.3 spin_multiplicity=5 total_charge=+4
Ir 0.323 0.686 -4.324 0.795
Ga -0.308 0.724 -1.658 0.514
Cl -0.827 2.444 -2.959 -0.224
Cl 1.821 0.189 -2.561 -0.344
C -1.014 -0.860 -0.430 0.400
C -0.468 1.550 -5.765 0.566
C 0.884 -0.829 -5.251 0.542
O -1.122 -1.778 0.263 -0.104
O -0.880 2.135 -6.689 -0.169
O 1.258 -1.747 -5.868 -0.179
N -0.613 2.747 4.786 0.027
C -1.021 2.167 3.607 0.524
O -2.091 1.586 3.514 -0.222
C -0.063 2.258 2.456 0.357
C 1.232 2.802 2.536 -0.318
C 2.013 2.866 1.389 -0.963
C 1.509 2.358 0.193 0.135
N 0.316 1.722 0.143 -0.014
C -0.494 1.718 1.239 -0.045
H -1.271 2.743 5.556 0.375
H 0.180 3.365 4.851 0.238
H 1.615 3.173 3.486 0.440
H 3.015 3.312 1.402 0.478
H 2.083 2.431 -0.737 0.477
H -1.479 1.262 1.123 0.712

No. 4
17
Properties=species:S:1:pos:R:3:mulliken_charge:R:1 method="wB97M-V/def2-TZVPD" e_tot_ev=-10705.066 lumo_energy_ev=0.97 orbital_gap_ev=9.59 relative_energy_kcal_mol=68.8 spin_multiplicity=1 total_charge=0
C -2.010 -1.298 -0.130 -1.043
N -0.230 0.376 0.579 0.056
C 1.206 0.601 -0.162 0.879
C -0.626 -0.736 -0.094 0.464
N -1.142 1.449 0.701 -0.714
N 2.225 0.046 0.606 -0.562
N 1.360 1.657 -0.885 -0.782
N 0.379 -1.076 -0.860 -0.620
H -0.862 1.966 1.531 0.258
H -0.948 2.089 -0.077 0.281
H 3.127 0.039 0.150 0.217
H 1.962 -0.886 0.917 0.260
H 2.237 2.113 -0.643 0.240
H 0.391 -2.008 -1.270 0.152
H -2.207 -1.811 -1.072 0.317
H -2.122 -2.020 0.684 0.253
H -2.738 -0.501 0.026 0.341

No. 5
22
Properties=species:S:1:pos:R:3:mulliken_charge:R:1 method="wB97M-V/def2-TZVPD" e_tot_ev=-24316.050 lumo_energy_ev="0.07 / 0.33" orbital_gap_ev="7.20 / 6.58" relative_energy_kcal_mol=111.0 spin_multiplicity=1 total_charge=0
C 2.743 -1.515 1.437 -0.450
C 2.152 -1.874 0.234 -0.680
C 3.276 -0.255 1.440 -0.444
C 2.230 -0.840 -0.732 0.207
C 1.624 -0.883 -1.916 0.577
C -1.937 1.460 -0.016 -0.614
C -1.069 0.330 0.424 -0.454
C -0.556 1.304 -0.630 -0.050
N -1.176 0.176 -2.593 -0.411
N -0.330 0.997 -1.959 -0.351
O 1.231 -1.236 -2.967 -0.445
S 3.024 0.579 -0.056 -0.121
H 2.801 -2.179 2.282 0.403
H 1.689 -2.820 0.020 0.462
H 3.816 0.232 2.225 0.472
H -2.785 1.241 -0.646 0.249
H -2.088 2.291 0.652 0.256
H -0.608 0.374 1.399 0.221
H -1.320 -0.673 0.110 0.213
H 0.199 2.009 -0.297 0.466
H -0.726 -0.253 -3.396 0.299
H -1.738 -0.470 -2.037 0.197

No. 6
13
Properties=species:S:1:pos:R:3:mulliken_charge:R:1 method="wB97M-V/def2-TZVPD" e_tot_ev=-6322.716 lumo_energy_ev=0.87 orbital_gap_ev=9.31 relative_energy_kcal_mol=56.5 spin_multiplicity=1 total_charge=0
C -0.828 1.093 0.224 -1.383
C -0.358 -0.284 -0.253 1.020
C 0.858 -0.257 -1.206 -1.369
C 0.059 -1.300 0.788 -0.725
O 0.232 -0.683 1.942 -0.319
H -0.029 1.635 0.742 0.313
H -1.665 0.996 0.926 0.323
H -1.167 1.709 -0.617 0.388
H -1.168 -0.778 -0.808 0.244
H 1.670 0.351 -0.785 0.327
H 0.603 0.144 -2.195 0.349
H 1.234 -1.276 -1.321 0.401
H 0.559 -1.351 2.563 0.432

No. 7
95
Properties=species:S:1:pos:R:3:mulliken_charge:R:1 method="wB97M-V/def2-TZVPD" s2=2.012 e_tot_ev=-94405.721 lumo_energy_ev="-4.63 / -8.64" orbital_gap_ev="9.07 / 5.13" relative_energy_kcal_mol=11.4 spin_multiplicity=3 total_charge=+2
Au 0.990 -0.645 -0.252 2.370
Cl 1.841 -1.488 3.036 -0.089
C 0.342 -2.323 3.268 0.787
C -0.164 -2.410 4.551 -0.775
C -1.338 -3.112 4.779 -0.587
C -1.991 -3.741 3.733 -0.826
C -1.491 -3.657 2.446 -0.568
C -0.318 -2.945 2.184 0.125
P 0.280 -2.805 0.481 0.186
C 1.815 -3.730 0.302 0.624
C 2.414 -3.714 -0.962 -0.335
C 3.607 -4.383 -1.163 -0.794
C 4.197 -5.074 -0.111 -0.628
C 3.596 -5.098 1.140 -0.762
C 2.409 -4.416 1.358 -0.773
C -0.956 -3.645 -0.520 0.173
C -0.740 -4.937 -1.001 -0.380
C -1.749 -5.576 -1.702 -0.770
C -2.955 -4.929 -1.941 -0.664
C -3.163 -3.637 -1.474 -0.577
C -2.166 -2.992 -0.765 -0.032
H 0.363 -1.937 5.369 0.524
H -1.738 -3.169 5.782 0.439
H -2.899 -4.300 3.916 0.461
H -2.009 -4.153 1.636 0.390
H 1.923 -3.195 -1.778 0.646
H 4.082 -4.378 -2.136 0.481
H 5.124 -5.609 -0.272 0.437
H 4.045 -5.663 1.945 0.451
H 1.945 -4.425 2.336 0.477
H 0.198 -5.442 -0.812 0.469
H -1.597 -6.584 -2.062 0.451
H -3.736 -5.436 -2.491 0.435
H -4.104 -3.139 -1.668 0.472
H -2.322 -1.986 -0.391 0.378
N 3.165 -0.382 -3.994 -0.030
C 1.969 -0.290 -4.660 -0.888
C 1.005 -0.284 -3.698 -0.703
N 1.600 -0.367 -2.468 0.187
C 2.907 -0.426 -2.668 0.089
C 3.843 -0.517 -1.570 -0.036
N 3.436 -0.665 -0.325 0.342
C 4.554 -0.688 0.457 -0.665
C 5.661 -0.559 -0.332 -0.820
N 5.195 -0.451 -1.615 -0.058
H 4.067 -0.427 -4.438 0.184
H 1.906 -0.259 -5.733 0.433
H -0.064 -0.215 -3.802 0.504
H 4.501 -0.789 1.527 0.480
H 6.710 -0.524 -0.096 0.434
H 5.778 -0.311 -2.423 0.182
C -3.035 0.257 -1.244 -0.810
C -3.482 1.565 -0.597 1.731
C -4.619 2.208 -1.377 -1.899
C -3.859 1.341 0.860 -1.699
O -2.363 2.475 -0.695 0.087
Si -1.232 3.104 0.221 0.149
S 0.290 1.470 0.681 -0.240
O -1.701 3.554 1.682 -0.293
C -1.061 3.892 2.934 1.614
C 0.271 4.593 2.697 -1.459
C -2.022 4.825 3.667 -1.778
C -0.879 2.607 3.739 -1.373
O -0.385 4.230 -0.516 -0.318
C 0.279 4.423 -1.783 1.751
C 1.750 4.073 -1.577 -1.247
C -0.343 3.540 -2.857 -1.396
C 0.114 5.895 -2.136 -1.821
H -3.828 -0.489 -1.180 0.634
H -2.146 -0.116 -0.728 -0.432
H -2.789 0.418 -2.294 0.229
H -5.495 1.561 -1.385 0.426
H -4.309 2.390 -2.406 0.374
H -4.891 3.160 -0.921 0.439
H -4.721 0.679 0.928 0.563
H -4.106 2.288 1.340 0.381
H -3.023 0.888 1.400 0.250
H 0.131 5.469 2.064 0.339
H 0.978 3.921 2.203 0.219
H 0.700 4.909 3.647 0.550
H -2.194 5.721 3.071 0.427
H -1.592 5.114 4.625 0.440
H -2.976 4.327 3.841 0.360
H -0.230 1.919 3.180 0.187
H -1.839 2.116 3.898 0.305
H -0.415 2.814 4.703 0.492
H 1.840 3.027 -1.269 -0.014
H 2.179 4.702 -0.798 0.324
H 2.313 4.222 -2.499 0.478
H -0.214 2.483 -2.605 0.084
H 0.132 3.735 -3.818 0.587
H -1.410 3.746 -2.945 0.286
H 0.530 6.524 -1.349 0.358
H -0.942 6.136 -2.255 0.426
H 0.631 6.114 -3.070 0.436

No. 8
18
Properties=species:S:1:pos:R:3:mulliken_charge:R:1 method="wB97M-V/def2-TZVPD" e_tot_ev=-9347.411 lumo_energy_ev=-3.26 orbital_gap_ev=11.14 relative_energy_kcal_mol=33.3 smiles="NCC[C@H]([NH3+])C=O" spin_multiplicity=1 total_charge=+1
O -2.245 -1.337 1.746 -0.435
C -2.027 -0.996 0.622 -0.080
C -0.799 -0.172 0.265 -0.064
C 0.209 -0.830 -0.653 -0.711
C 0.996 0.217 -1.434 -0.608
N 1.604 1.162 -0.460 -0.574
N -0.187 0.299 1.560 -0.283
H -2.654 -1.242 -0.246 0.382
H -1.124 0.756 -0.215 0.378
H 0.837 -1.554 -0.136 0.330
H -0.423 -1.381 -1.365 0.378
H 1.744 -0.277 -2.048 0.371
H 0.294 0.773 -2.060 0.378
H 2.613 1.084 -0.519 0.222
H 1.415 2.137 -0.645 0.222
H -0.742 1.094 1.890 0.357
H 0.767 0.643 1.381 0.365
H -0.279 -0.375 2.318 0.371